Below is a structure of composition C42H53Cl7CsN10O3PS6, with properties calculated with ωB97M-V with the def2-TZVPD basis set.

Cartesian coordinates (Å):
Cs -0.93774 1.21881 1.42055
N -2.09861 1.20724 -3.99803
C -3.41286 1.51934 -4.36559
C -4.01853 0.85234 -5.41821
C -5.32942 1.14459 -5.78125
C -6.03375 2.11796 -5.09586
C -5.42183 2.79180 -4.04250
C -4.12313 2.49596 -3.66854
S -3.38810 3.33139 -2.29215
N -1.77992 2.80421 -2.27265
C -1.36989 1.87186 -3.02796
C 0.05447 1.41099 -2.94212
C 0.90338 1.61914 -4.01856
C 2.20569 1.15479 -3.92477
C 2.59061 0.48215 -2.77935
C 1.65685 0.30635 -1.76781
N 0.41165 0.77405 -1.83467
H -1.67524 0.38806 -4.39885
H -3.46498 0.07863 -5.94053
H -5.79306 0.59921 -6.59373
H -7.05594 2.35080 -5.36507
H -5.96977 3.54416 -3.48528
H 0.55108 2.14975 -4.89455
H 2.90723 1.32515 -4.73245
H 3.59387 0.09589 -2.65236
H 1.91960 -0.25022 -0.88035
Cl -2.76331 -0.44444 -0.91639
C -4.49744 -0.37198 -1.08080
C -5.00115 -0.52564 -2.35902
C -6.36533 -0.43878 -2.58311
C -7.20009 -0.20320 -1.50210
C -6.67365 -0.08309 -0.22572
Cl -7.82077 0.18501 1.06618
C -5.29318 -0.17845 0.07414
S -4.64236 -0.11082 1.67347
H -4.31812 -0.71505 -3.17725
H -6.76457 -0.54406 -3.58435
H -8.27084 -0.11836 -1.63647
C -0.98382 -0.39617 6.94609
N 0.09815 -0.58610 5.99082
C 1.29310 0.15420 6.34461
C -0.19130 -0.65486 4.61988
N 0.42899 -0.02865 3.71027
N -1.23054 -1.54137 4.32823
C -1.70457 -1.88952 3.05056
N -2.87039 -2.63802 3.11967
N -1.07436 -1.57641 1.99538
H -0.77875 -0.94541 7.86827
H -1.93348 -0.73741 6.54271
H -1.10637 0.66489 7.19553
H 1.52508 -0.04908 7.39180
H 1.17538 1.23589 6.20716
H 2.13296 -0.17866 5.73560
H 1.03955 0.70858 4.05925
H -1.55138 -2.12446 5.07920
H -3.46297 -2.38973 3.89875
H -3.40267 -2.55255 2.26154
H -1.53520 -1.92154 1.15555
C 5.99390 -0.38499 2.22586
C 4.70827 -0.11660 2.99377
S 3.23357 0.03780 1.91843
O 3.78120 0.33597 0.53125
C 2.66155 -1.66676 1.91598
C 3.63399 -2.69187 1.35935
H 6.85453 -0.07686 2.82276
H 5.99509 0.17868 1.29243
H 6.10451 -1.43546 1.96783
H 4.75645 0.84099 3.51155
H 4.48031 -0.89057 3.72894
H 1.74135 -1.64452 1.32581
H 2.35546 -1.85455 2.94831
H 3.07997 -3.59442 1.09201
H 4.40728 -2.95583 2.08509
H 4.10804 -2.31617 0.45041
C 1.23601 -3.27066 -4.14545
C 2.15100 -4.44115 -3.81962
C 1.87839 -5.62690 -4.73328
O 2.09049 -4.93339 -2.47950
P 0.98452 -4.71113 -1.32042
S 1.46359 -5.95226 0.12531
S 0.71644 -2.80782 -0.88472
O -0.28772 -5.25557 -2.18092
C -1.68086 -5.10256 -1.84993
C -1.97127 -5.10757 -0.35779
C -2.23488 -3.86625 -2.53839
H 1.37906 -3.00323 -5.19648
H 1.44671 -2.40572 -3.51835
H 0.19207 -3.54662 -3.98725
H 3.18696 -4.11849 -3.94400
H 0.84247 -5.94729 -4.60409
H 2.52829 -6.46150 -4.46794
H 2.04671 -5.35733 -5.77957
H -2.13831 -5.98921 -2.29261
H -1.50355 -4.25027 0.13029
H -1.58757 -6.01204 0.11347
H -3.05303 -5.04741 -0.20928
H -1.74053 -2.97259 -2.15439
H -3.30927 -3.78259 -2.34876
H -2.07256 -3.92505 -3.61755
Cl -1.85886 2.69533 4.53185
C -0.41502 3.71367 4.35917
C 0.77916 3.09706 4.04410
C 1.84036 3.96539 3.90469
Cl 3.46802 3.28707 3.66047
C 1.75504 5.35279 3.98257
Cl 3.12120 6.38230 3.66342
C 0.53164 5.92092 4.33124
Cl 0.38090 7.63739 4.50957
C -0.56196 5.08764 4.55174
Cl -2.07390 5.77934 5.05605
C 3.74462 6.63306 -0.37142
N 4.07632 5.24105 -0.17053
C 5.10290 4.77557 0.64596
C 5.03696 3.43524 0.63104
N 3.98000 3.09286 -0.18894
C 3.37647 4.19329 -0.70392
S 2.08687 4.24839 -1.78462
H 4.51358 7.13461 -0.96162
H 3.63900 7.12954 0.59330
H 2.80070 6.67081 -0.90907
H 5.75952 5.44442 1.17476
H 5.61978 2.69171 1.14554
H 3.65981 2.13114 -0.30076

## Properties
**LUMO**: 0.1245 hartree
**2S+1**: 1
**Kohn-Sham gap**: 0.2179 hartree
**Molar mass**: 1350.41 g/mol
**ΔE to the lowest compared entry with this formula, charge and spin**: 80.10 kJ/mol
**HOMO level**: -2.5 eV
**Charge**: -2
**Max |F|**: 0.76 eV/A